No. 1
69
Properties=species:S:1:pos:R:3:forces:R:3:lowdin_charge:R:1 method="wB97M-V/def2-TZVPD" e_homo_ev=-3.23 lumo_energy_ev=2.45 charge=-1
C -2.78746 -1.97149 3.52756 0.66 -0.22 -0.47 -0.08
C -1.44549 -2.24085 2.84541 -0.68 0.13 0.40 -0.25
N -1.67919 -2.99458 1.61076 0.83 0.19 0.23 -0.08
C -0.50010 -2.90290 0.67776 -0.64 0.06 -0.26 -0.26
C -0.88450 -2.37087 -0.69411 0.50 -0.71 -0.13 -0.38
As 0.14447 -0.64422 -1.11239 -0.37 0.42 0.89 0.59
C 0.23728 -0.92036 -3.18178 1.34 0.31 -0.53 -0.83
Cl 1.75007 -0.26584 -3.86896 -0.30 -0.09 0.38 0.46
C -0.59896 -1.46469 -4.03317 -0.47 0.03 -0.18 -0.84
C -1.89206 -2.08868 -3.63405 -0.42 -0.58 -0.61 -0.16
Cl -0.29655 -1.54352 -5.77710 -0.10 -0.09 0.02 0.55
Si -1.79395 0.80243 -1.17558 0.43 0.47 0.13 0.44
C -1.13876 2.40874 -0.36821 -0.21 -0.88 -0.03 -0.24
C -2.34961 1.32416 -2.91838 -0.16 0.08 0.37 -0.22
C -3.21494 0.22362 -0.05268 -0.11 0.28 -1.07 -0.22
C -1.86812 -4.37640 1.92820 -1.51 0.50 -1.09 -0.53
C -3.09880 -4.99573 1.31889 0.57 0.36 -0.19 0.01
O -1.14875 -5.01538 2.61845 1.37 -0.90 1.42 0.11
H -2.62579 -1.35352 4.40154 -0.20 0.05 0.31 0.07
H -3.25444 -2.91478 3.78420 -0.24 -0.15 0.35 0.06
H -3.42120 -1.46653 2.81095 -0.28 0.23 -0.04 0.06
H -0.77545 -2.75755 3.53349 0.20 -0.16 0.02 0.11
H -0.99675 -1.28603 2.62213 0.25 0.24 -0.44 0.10
H 0.26568 -2.28591 1.14415 0.13 0.19 0.10 0.07
H -0.05993 -3.88372 0.56185 0.16 -0.38 0.14 0.10
H -0.52867 -3.11663 -1.40166 0.07 0.05 -0.45 0.05
H -1.96284 -2.32703 -0.80790 -0.19 0.27 0.15 0.04
H 0.99947 0.67890 -1.30874 0.16 -0.05 -0.23 -0.08
H 0.15355 -0.34168 0.46321 0.02 0.07 0.19 -0.05
H 1.46431 -1.52468 -1.00773 0.09 0.01 -0.01 -0.03
H -2.48323 -1.56598 -2.89261 0.24 0.36 0.21 0.05
H -1.71725 -3.08961 -3.26222 0.02 -0.31 0.18 0.06
H -2.51122 -2.21108 -4.51675 -0.20 0.10 -0.12 0.05
H -0.05306 2.40987 -0.39736 0.24 0.19 -0.20 -0.01
H -1.55746 3.29564 -0.82581 0.03 0.33 -0.06 0.01
H -1.40432 2.37188 0.68145 -0.17 0.19 0.32 0.01
H -2.79510 2.31409 -2.85800 -0.26 0.18 -0.07 0.01
H -1.48212 1.41209 -3.56461 0.28 -0.05 -0.07 0.02
H -3.04453 0.65088 -3.40776 -0.18 -0.14 -0.06 0.01
H -3.96226 1.01154 -0.01799 -0.16 0.26 0.28 0.01
H -3.71163 -0.62308 -0.51523 -0.07 -0.40 0.12 0.01
H -2.87698 -0.02580 0.94216 0.13 -0.12 0.26 0.00
H -3.05078 -6.06407 1.41752 -0.09 -0.48 0.08 0.07
H -3.13775 -4.70564 0.27626 -0.24 0.11 -0.24 0.08
H -3.95594 -4.59335 1.84204 -0.34 0.14 -0.01 0.08
C 5.74800 0.16324 1.86523 0.11 0.17 -0.06 -0.05
O 4.54120 -0.56614 2.06954 -0.01 -0.03 0.06 0.01
C 4.71504 -1.84611 2.39878 -0.05 -0.02 -0.07 -0.62
O 5.77718 -2.40348 2.53679 -0.10 0.08 0.01 0.11
O 3.51463 -2.39958 2.54809 0.04 0.07 0.04 0.01
C 3.53253 -3.78210 2.89906 -0.15 -0.22 0.04 -0.04
H 5.45906 1.17771 1.60509 -0.16 -0.05 0.00 0.09
H 6.34599 0.18277 2.77564 0.05 -0.10 -0.03 0.09
H 6.32248 -0.26519 1.04569 0.04 -0.07 0.07 0.10
H 4.03045 -3.92989 3.85654 0.11 0.00 -0.06 0.09
H 4.02094 -4.36900 2.12317 0.10 0.03 0.04 0.10
H 2.49530 -4.09576 2.98280 -0.04 0.15 -0.05 0.09
C 1.66703 4.94750 -2.29961 0.06 -0.31 -0.17 -0.03
O 0.82862 5.67832 -1.39778 0.00 0.12 0.03 0.01
C 1.21226 6.92915 -1.17722 0.01 -0.12 -0.04 -0.62
O 2.17289 7.47941 -1.65696 -0.12 0.00 0.08 0.11
O 0.34488 7.48702 -0.32307 0.00 -0.01 -0.02 0.00
C 0.63698 8.84187 0.00676 -0.03 0.16 0.09 -0.05
H 1.24778 3.94900 -2.38882 -0.14 0.06 0.15 0.09
H 1.67635 5.41967 -3.28043 0.07 0.09 0.05 0.10
H 2.67826 4.87056 -1.90523 0.02 0.12 -0.03 0.10
H 0.60911 9.47027 -0.88227 0.11 -0.02 -0.02 0.09
H 1.60869 8.92006 0.49205 0.05 0.01 -0.11 0.10
H -0.13449 9.16901 0.69895 -0.06 -0.15 -0.01 0.09

***

No. 2
81
Properties=species:S:1:pos:R:3:forces:R:3:lowdin_charge:R:1 method="wB97M-V/def2-TZVPD" e_homo_ev="-12.93 / -12.90" lumo_energy_ev="-7.63 / -7.33" charge=+2 multiplicity=2
Ru -0.06327 0.11207 -0.71513 -0.59 0.12 -0.30 0.82
N -4.32017 -5.70413 6.59437 -0.21 -0.30 0.36 0.20
C -3.86867 -5.04113 5.77847 -0.18 -0.29 0.29 -0.18
C -3.30477 -4.21903 4.77777 0.38 0.68 -0.70 -0.21
C -4.10337 -3.73143 3.73797 0.15 -0.21 0.33 0.01
C -3.54167 -2.93083 2.76977 0.25 0.22 -0.16 -0.01
C -2.18797 -2.57283 2.83177 -0.21 -0.43 0.41 -0.18
C -1.40307 -3.05493 3.88887 -0.02 0.14 -0.35 -0.01
C -1.95007 -3.88193 4.84497 -0.27 -0.14 0.01 0.01
C -1.61027 -1.73603 1.78387 0.59 0.61 -0.94 -0.02
C -0.83607 -0.60673 2.14117 -0.41 -0.39 0.24 -0.25
C -0.64777 -0.06433 3.43357 0.45 0.78 -0.30 0.01
C 0.16563 1.07087 3.29197 -0.60 -0.81 0.50 -0.04
C 0.45053 1.19087 1.94397 -0.46 -0.93 -0.76 -0.13
N -0.14807 0.18297 1.24187 0.53 1.09 0.86 -0.16
C -1.83247 -2.09743 0.42797 -0.48 -0.77 1.25 -0.26
C -2.37857 -3.32813 -0.04083 0.36 0.76 0.09 0.02
C -2.39997 -3.25803 -1.42303 0.15 0.39 -0.09 -0.04
C -1.87797 -2.00873 -1.76633 -0.36 -0.22 0.35 -0.14
N -1.53797 -1.30793 -0.65293 0.93 0.68 -1.02 -0.09
H -5.14947 -3.99523 3.70177 -0.06 0.00 0.00 0.13
H -4.15107 -2.55303 1.96037 -0.03 0.02 0.01 0.13
H -0.35057 -2.81083 3.93037 0.03 0.03 0.00 0.12
H -1.33967 -4.28753 5.63787 0.02 0.02 0.07 0.13
H -1.08367 -0.42853 4.34267 -0.06 -0.10 0.14 0.12
H 0.49923 1.71757 4.07857 0.08 0.14 0.12 0.11
H 1.04923 1.92947 1.43217 -0.02 0.02 0.02 0.10
H -2.67947 -4.15433 0.57167 -0.07 -0.14 0.13 0.12
H -2.74967 -4.00253 -2.11003 -0.07 -0.14 -0.13 0.11
H -1.79267 -1.58533 -2.75313 0.06 -0.01 0.01 0.07
Cl 0.15933 0.05717 -3.12203 -0.99 -0.17 -0.82 0.74
C 1.76293 0.40517 -3.65923 1.13 0.18 0.11 -0.60
C 2.00733 0.65347 -4.99733 -0.20 -0.06 0.07 -0.07
C 3.31643 0.88827 -5.39943 -0.04 -0.07 0.15 -0.03
C 4.34963 0.86347 -4.47563 0.01 0.03 -0.06 -0.04
C 4.08663 0.61707 -3.13903 -0.14 -0.05 0.11 -0.05
C 2.78363 0.38057 -2.71013 -0.43 0.15 0.03 -0.37
P 2.33143 0.01467 -0.98183 0.74 -0.44 -0.57 1.02
C 3.87563 0.33127 -0.08303 -0.46 0.25 0.26 -0.37
C 4.23663 1.65587 0.16347 -0.10 -0.09 -0.03 -0.10
C 5.48433 1.94077 0.68687 0.04 0.06 0.00 -0.05
C 6.36763 0.91057 0.97507 -0.05 -0.05 -0.05 -0.04
C 5.99323 -0.40783 0.76847 0.07 -0.03 0.00 -0.05
C 4.74813 -0.70583 0.24367 -0.22 0.01 -0.12 -0.07
C 2.14783 -1.80643 -0.97113 -0.56 0.58 0.42 -0.39
C 1.71443 -2.36693 0.23847 0.01 0.25 0.07 -0.12
C 1.52423 -3.73143 0.33647 -0.11 -0.26 -0.04 -0.05
C 1.72533 -4.54073 -0.77173 -0.04 0.06 0.17 -0.03
C 2.13863 -3.98953 -1.97433 0.09 0.25 -0.16 -0.04
C 2.35733 -2.62663 -2.07633 -0.06 0.02 -0.19 -0.06
H 1.19853 0.66397 -5.71303 -0.06 0.00 -0.02 0.12
H 3.52513 1.08277 -6.43943 -0.01 0.03 -0.10 0.12
H 5.36743 1.03917 -4.79133 0.03 0.01 -0.04 0.12
H 4.89293 0.59947 -2.42483 0.13 0.02 0.11 0.11
H 3.54793 2.45657 -0.07323 0.00 0.10 -0.03 0.11
H 5.77633 2.96467 0.85987 0.01 0.10 0.02 0.12
H 7.35283 1.13307 1.35137 0.10 0.05 0.11 0.12
H 6.67663 -1.21103 1.00097 0.05 -0.03 0.03 0.12
H 4.46423 -1.73443 0.07417 0.03 -0.05 -0.02 0.11
H 1.56863 -1.73133 1.10617 0.03 -0.05 0.02 0.10
H 1.21583 -4.16543 1.27387 -0.05 -0.06 0.13 0.12
H 1.56913 -5.60453 -0.70263 -0.04 -0.15 0.05 0.12
H 2.29433 -4.61693 -2.83843 0.06 -0.08 -0.04 0.12
H 2.70463 -2.20213 -3.00633 0.01 0.02 -0.12 0.11
C -5.83437 4.27287 -0.10783 -0.18 -0.10 0.07 0.01
C -4.42527 4.51977 -0.49323 0.29 0.18 -0.12 -0.23
C -3.91067 5.75647 -0.80273 0.28 -0.07 -0.05 0.07
C -2.55867 5.87257 -1.17883 -0.84 -0.27 0.12 -0.26
N -1.79297 4.78897 -1.26713 0.38 0.06 -0.09 0.12
C -2.29327 3.60827 -1.00963 -0.36 -0.15 1.15 -0.75
S -1.35477 2.23847 -1.41383 1.37 -1.77 -0.85 0.64
N -3.58267 3.45667 -0.57903 0.08 0.45 -0.13 0.14
C -1.95557 7.17507 -1.52583 0.09 0.21 -0.03 0.00
H -6.40627 5.19527 -0.12763 0.01 0.02 0.00 0.10
H -5.89747 3.84727 0.89267 0.03 -0.01 0.10 0.11
H -6.29647 3.56327 -0.79323 -0.03 -0.03 -0.08 0.11
H -4.53587 6.63167 -0.77183 -0.15 0.05 0.06 0.13
H -3.93277 2.52647 -0.37483 0.16 0.04 -0.09 0.16
H -2.68447 7.97847 -1.46613 0.06 0.05 -0.01 0.09
H -1.54077 7.12357 -2.53283 -0.02 0.00 -0.03 0.11
H -1.11947 7.38547 -0.85863 0.01 0.00 0.05 0.11

***

No. 3
50
Properties=species:S:1:pos:R:3:forces:R:3:lowdin_charge:R:1 method="wB97M-V/def2-TZVPD" e_homo_ev=-8.55 lumo_energy_ev=0.17 charge=0
C 0.10637 3.89049 -1.47507 1.80 -0.19 1.43 -0.10
C -0.45778 3.42254 -0.14134 -1.59 0.49 -1.68 -0.15
C -0.29266 2.20654 0.32939 1.84 -0.85 -0.48 -0.13
C -0.80244 1.44959 1.47006 -0.61 1.20 1.18 -0.07
C -1.55290 0.35405 1.38028 0.81 0.67 -1.59 -0.37
C -2.21860 -0.43928 2.40065 -2.13 -0.31 1.13 -0.04
O -1.86337 -0.11677 0.10059 0.64 -0.14 0.33 -0.06
H -0.56644 4.28297 -2.21860 -0.66 -0.01 0.07 0.06
H 0.75889 4.71062 -1.15185 0.18 0.18 -0.68 0.07
H 0.74481 3.12036 -1.94001 -0.24 0.24 0.16 0.07
H -1.18031 4.13664 0.21499 -0.36 0.00 0.67 0.10
H 0.57222 1.73512 -0.16603 -0.54 -0.40 -0.22 0.09
H -0.65233 1.94826 2.42965 -0.05 -0.52 -0.23 0.10
H -2.08220 -0.19604 3.44473 1.06 0.10 -0.06 0.06
H -2.05479 -1.53080 2.25065 -0.54 0.77 -0.03 0.12
H -3.29586 -0.10112 2.38602 0.51 -1.18 -0.66 0.11
H -1.00845 -0.21970 -0.40420 -0.86 0.07 0.29 0.06
O 1.11581 -1.37914 -3.09369 1.16 -0.29 1.30 -0.07
H 0.89098 -0.83155 -3.83652 -0.23 -0.36 -0.63 0.06
H 0.91658 -2.34644 -3.19581 -0.31 0.95 -0.87 0.03
O -1.69906 -1.06928 -2.93608 -0.43 -0.18 -0.17 -0.05
H -2.66350 -0.94910 -2.90042 0.48 0.14 0.11 0.06
H -1.30705 -0.19324 -3.02079 -0.25 -0.04 0.12 0.04
O 3.95647 1.19184 0.14956 0.47 -0.06 0.50 -0.07
H 3.07064 1.30090 -0.19897 -0.12 0.03 -0.23 0.01
H 4.26679 0.38221 -0.29328 -0.33 0.44 0.22 0.03
O -0.48781 0.80896 4.46930 0.41 -1.33 0.61 -0.06
H -1.03419 1.51703 4.79348 0.34 0.75 -0.22 0.06
H 0.26710 1.04639 3.91920 -0.28 0.92 0.14 0.02
O 0.73712 -1.63171 3.60140 0.42 -0.48 -1.00 -0.04
H 0.00303 -1.01409 3.64563 0.03 0.13 0.68 -0.01
H 1.27131 -1.62974 4.39469 -0.41 0.29 0.38 0.04
O -0.07257 -3.32428 -0.93183 -0.84 0.50 0.03 -0.09
H -0.18748 -2.33469 -0.77189 0.50 -1.54 -0.21 0.00
H -0.94346 -3.67780 -0.71044 0.18 -0.17 -0.07 0.04
O 0.47636 -0.91826 -0.57034 2.43 1.16 -0.84 -0.08
H 1.16434 -0.91135 -1.32620 -1.81 -0.01 1.11 0.08
H 0.96253 -0.65783 0.23085 -0.20 -0.18 0.01 0.10
O 0.24611 -3.74666 -3.99683 0.01 -0.13 0.17 -0.05
H -0.63694 -3.35467 -4.04694 0.04 -0.06 0.12 0.05
H 0.28049 -4.15587 -3.11846 -0.23 -0.02 0.03 0.04
O -4.46142 -0.99537 -0.10380 0.18 0.39 0.27 -0.09
H -3.51664 -0.95747 0.15689 -0.46 0.00 -0.44 -0.01
H -4.74773 -0.07789 0.03489 0.05 -0.45 -0.13 0.04
O 3.51037 -0.32220 -1.91896 -0.01 -0.63 -0.71 -0.06
H 4.16498 -0.19294 -2.61586 0.05 0.19 0.14 0.07
H 2.93565 -1.00500 -2.30996 -0.08 0.17 0.02 0.03
O 2.13470 1.08852 2.45007 -0.31 0.29 0.06 -0.06
H 2.99299 1.31015 2.04989 -0.10 -0.42 0.20 0.03
H 2.23931 0.37710 3.09128 0.39 -0.13 -0.34 0.02

***

No. 4
24
Properties=species:S:1:pos:R:3:forces:R:3:lowdin_charge:R:1 method="wB97M-V/def2-TZVPD" e_homo_ev=-4.49 lumo_energy_ev=2.71 charge=-1
C 0.75522 -0.43623 -0.93359 0.89 -0.03 0.11 -0.14
C 1.55458 0.76401 -0.39773 -0.43 0.30 0.39 -0.36
C 0.69601 1.99596 0.00429 0.08 -0.32 -1.06 -0.72
Cl 1.78813 3.47336 -0.26949 -0.19 -0.09 0.43 0.40
Al -1.00775 2.32695 -1.07390 0.45 0.55 -0.27 0.00
Cl -0.64982 2.12120 -3.32294 -0.01 0.00 0.46 0.03
B -2.56852 0.97098 -0.60032 -0.81 -0.45 0.16 -0.61
O -2.40395 -0.31173 0.00924 0.34 0.82 -0.65 0.02
O -3.93360 1.34350 -0.87781 1.27 -0.01 0.44 0.00
H 0.24846 -0.92753 -0.10771 -0.34 -0.01 -0.15 0.04
H 1.48241 -1.15018 -1.34378 -0.13 -0.05 0.10 0.07
H 0.07437 -0.19425 -1.74884 -0.12 0.16 0.18 0.03
H 2.12925 0.41951 0.47163 0.10 0.00 -0.14 0.08
H 2.27850 1.10823 -1.13764 -0.13 -0.10 -0.10 0.07
H 0.42802 2.00269 1.06720 0.29 0.04 -0.08 0.04
H -1.46531 3.83983 -0.75652 -0.03 0.00 -0.06 -0.08
H -2.82882 -0.27232 0.86099 -0.67 -0.31 0.46 0.06
H -4.19923 0.75067 -1.57754 -0.58 -0.47 -0.25 0.06
C 0.95616 -3.15838 1.91262 0.27 0.11 0.08 -0.16
O 1.89713 -2.11754 1.67926 -0.24 -0.07 -0.10 -0.12
H 0.09448 -2.98340 1.27258 0.04 0.07 -0.02 0.07
H 1.39134 -4.13218 1.66701 -0.13 -0.06 0.02 0.07
H 0.63099 -3.15520 2.95763 -0.10 -0.10 -0.03 0.07
H 2.65196 -2.27794 2.24539 0.18 0.05 0.09 0.07